Record 1
Entry from the Open Molecules 2025 dataset: 2 unconnected molecules or ions with the total composition C5H15N2 in a non-equilibrium geometry (the ωB97M-V functional and the def2-TZVPD basis).

```
22
C5H15N2 the ωB97M-V functional and the def2-TZVPD basis
C -0.59 -0.96 0.83
C -1.03 -0.33 -0.41
C -1.29 1.10 -0.57
C -0.02 1.89 -0.97
C 0.48 1.39 -2.34
N 2.76 -2.02 1.56
N -1.54 -0.59 1.96
H -0.49 -2.03 0.77
H 0.38 -0.55 1.13
H 3.52 -2.56 1.17
H -1.68 -0.96 -1.02
H -1.62 1.48 0.40
H -2.12 1.18 -1.27
H -0.32 2.94 -0.97
H 0.78 1.75 -0.26
H 1.44 1.79 -2.65
H 0.51 0.29 -2.27
H 2.15 -2.73 1.95
H -0.21 1.68 -3.13
H 3.16 -1.42 2.27
H -2.23 0.07 1.62
H -2.05 -1.43 2.19
```

Total charge ... +1
Energy relative to the best compared isomer or geometry (same formula, charge and spin) ... 84.0 kcal per mole
Molar mass ... 103.2 g mol⁻¹
HOMO energy ... -13.23 eV
F_max ... 3.67 eV/A

Record 2
Entry from the Open Molecules 2025 dataset: a gas-phase ion, C5H15N2 (charge +1) in a non-equilibrium geometry (the ωB97M-V functional and the def2-TZVPD basis).

```
22
C5H15N2 the ωB97M-V functional and the def2-TZVPD basis
N -1.74 -0.63 -1.00
C -1.97 -0.60 0.50
C -0.97 0.32 1.12
N 0.15 0.52 0.19
C 1.42 -0.19 0.56
C 2.23 -0.93 -0.60
C 0.42 1.87 -0.27
H -0.70 -0.67 -1.19
H -2.11 -1.58 -1.38
H -2.13 0.14 -1.43
H -3.00 -0.39 0.78
H -1.78 -1.63 0.65
H -0.77 -0.19 2.13
H -1.41 1.35 1.55
H 1.34 -0.96 1.34
H 2.18 0.49 1.06
H 1.91 -0.90 -1.64
H 3.25 -0.58 -0.48
H 2.22 -2.02 -0.38
H -0.48 2.31 -0.66
H 1.07 1.69 -1.17
H 0.88 2.55 0.32
```

Total charge ... +1
Energy relative to the best compared isomer or geometry (same formula, charge and spin) ... 55.8 kcal per mole
Molar mass ... 103.2 g mol⁻¹
HOMO energy ... -13.07 eV
F_max ... 4.50 eV/A

Record 3
Entry from the Open Molecules 2025 dataset: 2 unconnected molecules or ions with the total composition C5H15N2 in a non-equilibrium geometry (the ωB97M-V functional and the def2-TZVPD basis).

```
22
C5H15N2 the ωB97M-V functional and the def2-TZVPD basis
C 1.77 0.69 -0.45
C 0.86 0.68 0.74
C -0.21 -0.25 0.97
C -0.34 -1.47 0.02
C -1.74 -1.62 -0.58
N -1.76 2.02 -0.20
N 2.79 -0.36 -0.27
H 2.27 1.65 -0.57
H 1.25 0.50 -1.39
H -0.80 1.72 -0.19
H 1.03 1.43 1.50
H -0.22 -0.51 2.04
H -1.20 0.29 0.79
H -0.11 -2.42 0.51
H 0.41 -1.36 -0.76
H -2.47 -1.54 0.22
H -1.80 -2.64 -0.96
H -1.93 2.70 0.55
H -1.96 -0.91 -1.38
H -2.06 2.43 -1.09
H 3.71 -0.01 0.06
H 2.50 -1.04 0.44
```

Total charge ... +2
Energy relative to the best compared isomer or geometry (same formula, charge and spin) ... 122.6 kcal per mole
2S+1 ... 2
Expectation value of S² ... 0.983
Molar mass ... 103.2 g mol⁻¹
HOMO energy (spin up / spin down) ... -19.81 / -18.47 eV
F_max ... 3.20 eV/A

Record 4
Entry from the Open Molecules 2025 dataset: 2 unconnected molecules or ions with the total composition C5H15N2O in a non-equilibrium geometry (the ωB97M-V functional and the def2-TZVPD basis).

```
23
C5H15N2O the ωB97M-V functional and the def2-TZVPD basis
C 1.81 0.52 -1.12
C 0.50 1.21 -1.58
C -0.66 0.86 -0.63
C -1.02 -0.56 -0.23
N -1.44 -0.75 1.17
C -2.76 -0.26 1.45
N 2.15 0.68 0.30
H 1.80 -0.55 -1.55
H 2.53 1.08 -1.83
H 0.65 2.28 -1.65
H 0.25 0.96 -2.61
H -1.46 1.47 -0.84
H -1.89 -0.86 -0.78
H -0.62 -0.43 1.80
H -3.12 -0.81 2.42
H -2.92 0.93 1.56
H -3.58 -0.52 0.62
H 1.09 0.83 0.53
H 2.65 1.56 0.47
H 2.55 -2.72 0.83
H 2.04 -1.33 1.07
H -0.30 -1.31 -0.45
O 1.76 -2.27 1.05
```

Energy relative to the best compared isomer or geometry (same formula, charge and spin) ... 38.6 kcal per mole
2S+1 ... 2
Expectation value of S² ... 0.753
Molar mass ... 119.2 g mol⁻¹
HOMO energy (spin up / spin down) ... -8.28 / -8.49 eV
F_max ... 4.23 eV/A

Record 5
Entry from the Open Molecules 2025 dataset: 2 unconnected molecules or ions with the total composition C5H15N2O in a non-equilibrium geometry (the ωB97M-V functional and the def2-TZVPD basis).

```
23
C5H15N2O the ωB97M-V functional and the def2-TZVPD basis
C 0.54 0.27 2.18
O 1.24 0.52 0.95
C -0.56 -0.73 1.88
N -1.44 -0.82 3.04
H 1.21 -0.12 2.94
H 0.09 1.21 2.50
H 1.82 1.28 1.04
H -1.14 -0.37 1.03
H -0.12 -1.68 1.56
H -1.04 -1.39 3.78
H -2.33 -1.26 2.84
C 0.18 1.91 -2.48
C -0.62 0.63 -2.23
C 0.47 -1.58 -2.00
N 0.16 -0.34 -1.49
H 0.53 2.32 -1.53
H 1.05 1.68 -3.09
H -0.43 2.66 -2.99
H -1.48 0.89 -1.61
H -0.90 0.14 -3.16
H 1.10 -2.27 -1.46
H -0.03 -1.92 -2.89
H 0.51 -0.08 -0.58
```

Energy relative to the best compared isomer or geometry (same formula, charge and spin) ... 6.1 kcal per mole
2S+1 ... 2
Expectation value of S² ... 0.754
Molar mass ... 119.2 g mol⁻¹
HOMO energy (spin up / spin down) ... -5.25 / -9.47 eV
F_max ... 1.05 eV/A

Among the records above, which one has the highest energy relative to the best compared isomer or geometry (same formula, charge and spin)?
number 3